No. 1
60
Properties=species:S:1:pos:R:3 method="wB97M-V/def2-TZVPD" de_lowest_kcal_mol=18.0 smiles="CC[C@H](C(=O)NCc1ccco1)N(C(=O)CNS(=O)(=O)c1ccc(C)cc1)c1ccccc1F" energy_ha=-1968.696990 homo_energy_ev=-8.93 lumo_ev=0.54
C -3.20 -1.84 -3.37
C -3.17 -0.85 -2.21
C -1.87 -0.99 -1.43
C -1.85 -2.28 -0.58
O -2.83 -2.71 -0.02
N -0.62 -2.85 -0.52
C -0.28 -3.79 0.54
C 0.54 -3.08 1.56
C 1.88 -2.83 1.64
C 2.07 -1.98 2.76
C 0.82 -1.76 3.27
O -0.11 -2.42 2.55
N -1.64 0.11 -0.49
C -0.38 0.30 -0.03
O 0.56 -0.38 -0.42
C -0.18 1.36 1.05
N 1.06 1.18 1.74
S 2.40 1.98 1.14
O 3.43 1.78 2.11
O 1.97 3.32 0.84
C 2.87 1.16 -0.37
C 3.62 0.00 -0.29
C 3.95 -0.67 -1.45
C 3.54 -0.19 -2.69
C 3.92 -0.91 -3.95
C 2.80 0.99 -2.75
C 2.46 1.66 -1.59
C -2.74 0.86 -0.01
C -3.74 0.27 0.76
C -4.81 1.02 1.21
C -4.90 2.37 0.89
C -3.93 2.97 0.12
C -2.86 2.21 -0.33
F -1.92 2.79 -1.10
H -4.13 -1.74 -3.92
H -3.12 -2.86 -3.00
H -2.37 -1.66 -4.06
H -4.01 -1.05 -1.55
H -3.25 0.17 -2.59
H -1.01 -0.99 -2.12
H 0.15 -2.30 -0.87
H 0.29 -4.62 0.11
H -1.21 -4.16 0.97
H 2.64 -3.22 0.99
H 2.99 -1.58 3.12
H 0.48 -1.19 4.11
H -1.01 1.33 1.76
H -0.14 2.36 0.60
H 1.28 0.23 1.98
H 3.93 -0.35 0.68
H 4.53 -1.58 -1.40
H 4.89 -0.57 -4.30
H 3.99 -1.99 -3.77
H 3.19 -0.73 -4.74
H 2.48 1.37 -3.71
H 1.89 2.58 -1.61
H -3.66 -0.78 1.00
H -5.58 0.55 1.81
H -5.74 2.95 1.25
H -3.98 4.02 -0.15



No. 2
41
Properties=species:S:1:pos:R:3 method="wB97M-V/def2-TZVPD" charge=+2 de_lowest_kcal_mol=0.0 energy_ha=-1566.645337 homo_energy_ev="-15.16 / -14.88" lumo_ev="-11.39 / -11.49"
Cl 0.63 3.43 -0.32
C -2.03 -0.99 -1.79
C -1.18 -2.12 -1.58
C 0.09 -1.83 -2.13
H -1.48 -3.08 -1.14
C 0.04 -0.51 -2.69
C -1.27 0.00 -2.46
H -1.61 0.98 -2.81
H -3.09 -0.94 -1.54
H 0.95 -2.49 -2.20
C 1.15 0.19 -3.38
Pb -0.04 0.30 0.27
C 2.63 1.04 0.38
O 3.67 1.49 0.48
C -1.49 1.92 2.03
O -2.07 2.63 2.71
H 2.12 -0.08 -2.94
H 1.03 1.28 -3.28
H 1.19 -0.06 -4.45
C 1.06 -0.70 3.28
N 0.43 -1.31 2.04
C -0.90 -1.95 2.44
N -0.70 -2.97 3.48
C -0.05 -2.34 4.66
N 1.27 -1.73 4.32
C 2.13 -2.80 3.77
N 1.55 -3.44 2.56
C 1.34 -2.41 1.53
C 0.23 -4.00 2.95
H 0.39 0.08 3.67
H 2.03 -0.26 3.01
H -1.35 -2.41 1.55
H -1.56 -1.16 2.83
H 0.12 -3.12 5.41
H -0.71 -1.55 5.05
H 3.11 -2.37 3.50
H 2.25 -3.57 4.54
H 0.87 -2.87 0.65
H 2.30 -1.97 1.25
H 0.40 -4.74 3.75
H -0.23 -4.47 2.07



No. 3
99
Properties=species:S:1:pos:R:3 method="wB97M-V/def2-TZVPD" de_lowest_kcal_mol=0.0 energy_ha=-2780.086257 homo_energy_ev=-9.20 lumo_ev=0.41
O -4.19 -0.63 0.15
H -4.47 -0.57 -0.78
H -3.87 -1.53 0.29
C 2.02 3.94 0.87
O 3.04 4.06 0.15
N 1.74 4.67 2.04
N 0.95 3.09 0.56
H 0.81 4.60 2.45
H 2.43 5.44 2.26
H 1.07 2.29 -0.05
H 0.24 2.89 1.26
C 2.82 -2.60 -2.36
O 2.23 -3.27 -3.17
N 2.57 -2.54 -1.06
N 3.85 -1.80 -2.83
H 3.31 -2.20 -0.40
H 2.00 -3.32 -0.66
H 4.59 -1.52 -2.24
H 4.00 -1.92 -3.73
C 0.19 -0.23 5.38
O 1.29 -0.69 5.16
N -0.70 -0.75 6.28
N -0.20 1.00 4.91
H -1.67 -0.51 6.28
H -0.53 -1.63 6.67
H 0.25 1.38 4.10
H -1.21 1.04 4.77
C -2.06 2.62 2.82
O -0.84 2.73 2.82
N -2.79 2.26 1.72
N -2.76 2.99 3.88
H -3.75 2.07 1.82
H -2.33 1.72 0.96
H -2.11 3.34 4.58
H -3.62 2.50 4.12
C 4.75 0.70 -0.10
O 4.57 -0.53 0.09
N 5.04 1.51 0.95
N 4.68 1.32 -1.35
H 4.70 2.46 0.81
H 4.85 1.04 1.84
H 4.30 0.68 -2.06
H 4.52 2.28 -1.42
C 1.89 3.11 -3.16
O 1.78 2.11 -3.87
N 3.06 3.82 -2.97
N 0.81 3.55 -2.50
H 3.13 4.34 -2.15
H 3.96 3.60 -3.36
H 0.91 4.37 -2.00
H -0.03 3.03 -2.33
C -3.20 -0.96 3.45
O -3.09 -0.04 4.28
N -2.12 -1.19 2.63
N -4.20 -1.85 3.39
H -2.03 -1.98 1.96
H -1.34 -0.53 2.76
H -4.32 -2.56 2.68
H -5.10 -1.63 3.79
C -2.75 -3.67 -0.09
O -3.19 -3.07 0.87
N -1.42 -3.92 -0.23
N -3.58 -4.19 -1.07
H -0.79 -3.83 0.55
H -1.24 -4.68 -0.83
H -4.29 -3.42 -1.03
H -3.18 -4.30 -2.02
C -3.36 -0.79 -3.29
O -4.30 -1.25 -2.64
N -2.83 -1.42 -4.43
N -2.65 0.39 -3.04
H -2.54 -0.86 -5.20
H -3.50 -2.20 -4.64
H -2.76 0.93 -2.14
H -1.95 0.65 -3.65
C 1.18 -2.26 2.31
O 0.97 -2.71 1.18
N 0.76 -2.70 3.44
N 1.86 -1.06 2.33
H 0.97 -2.18 4.29
H 0.15 -3.47 3.37
H 2.47 -0.77 1.54
H 2.15 -0.76 3.23
C 0.45 -0.80 -5.58
O -0.11 -1.63 -6.30
N 0.14 0.56 -5.80
N 1.36 -1.12 -4.62
H -0.22 0.58 -6.73
H 0.83 1.26 -5.60
H 1.64 -2.10 -4.57
H 1.77 -0.39 -4.05
C -0.40 0.40 -0.82
O -0.89 1.46 -1.18
N -1.14 -0.55 -0.30
N 0.91 0.18 -0.77
H -0.71 -1.48 -0.23
H -2.13 -0.30 -0.27
H 1.16 -0.78 -0.87
H 1.40 0.71 -1.51



No. 4
14
Properties=species:S:1:pos:R:3 method="wB97M-V/def2-TZVPD" de_lowest_kcal_mol=158.1 energy_ha=-270.305977 homo_energy_ev="-7.24 / -7.23" lumo_ev="0.53 / 0.53"
C -0.06 -0.28 -1.27
C -0.91 0.12 -0.10
C -0.37 -1.19 0.36
C 1.56 -0.23 0.60
O 1.20 1.08 0.41
C -0.21 1.25 0.67
H -0.47 -0.98 -1.99
H 0.74 0.38 -1.62
H -1.99 0.29 -0.22
H -0.75 -2.06 -0.18
H -0.22 -1.43 1.41
H 2.38 -0.41 -0.13
H -0.47 2.25 0.29
H -0.43 1.19 1.75



No. 5
92
Properties=species:S:1:pos:R:3 method="wB97M-V/def2-TZVPD" spin_multiplicity=5 charge=+4 energy_ha=-5118.494087 homo_energy_ev="-17.92 / -19.39" lumo_ev="-12.25 / -14.56"
N 0.01 -0.90 6.90
C -1.19 -0.50 6.50
C -1.78 -0.98 5.32
C -1.07 -1.92 4.54
C 0.18 -2.36 5.02
C 0.66 -1.87 6.24
C -1.48 -2.21 3.15
Os -0.22 -0.99 -0.66
P 0.03 0.08 -2.90
C -0.56 -2.40 2.19
C -0.74 -2.42 0.64
C 0.15 -3.33 -0.05
C -0.12 -3.85 -1.31
C -1.29 -3.42 -1.91
C -2.28 -2.72 -1.27
C -1.99 -2.14 -0.02
Br -1.74 -4.06 -3.72
H -2.51 -1.96 2.86
H 0.50 -2.50 2.49
H -2.73 -0.59 4.99
H 0.79 -3.05 4.45
H -1.72 0.23 7.13
H 1.58 -2.28 6.65
H 0.90 -3.83 0.57
H -2.85 -1.83 0.57
H 0.55 -4.53 -1.82
H -3.24 -2.64 -1.75
P 2.06 -0.27 0.30
C -1.77 0.02 -3.31
C -2.16 -0.46 -4.68
H -2.17 1.04 -3.20
H -2.26 -0.62 -2.55
H -3.25 -0.56 -4.70
H -1.88 0.27 -5.44
H -1.72 -1.42 -4.95
C 1.05 -1.22 -3.68
C 1.80 -0.92 -4.98
H 0.39 -2.10 -3.79
H 1.80 -1.52 -2.92
H 2.39 -1.80 -5.24
H 1.15 -0.69 -5.82
H 2.50 -0.09 -4.87
C 0.59 1.75 -3.44
C 0.37 2.12 -4.91
H 1.67 1.82 -3.25
H 0.11 2.51 -2.79
H 0.75 3.15 -5.05
H 0.95 1.47 -5.57
H -0.68 2.12 -5.20
C 2.92 1.43 0.28
C 3.16 2.02 -1.09
H 3.85 1.35 0.85
H 2.31 2.10 0.89
H 3.60 3.02 -1.00
H 3.85 1.42 -1.70
H 2.21 2.15 -1.62
C 3.49 -1.26 -0.34
C 3.33 -2.77 -0.21
H 4.39 -0.93 0.20
H 3.62 -0.99 -1.40
H 3.99 -3.28 -0.91
H 3.52 -3.15 0.79
H 2.31 -3.04 -0.49
C 2.46 -0.54 2.12
C 1.84 0.40 3.13
H 3.55 -0.49 2.20
H 2.19 -1.58 2.34
H 2.06 0.06 4.15
H 2.21 1.44 3.08
H 0.74 0.42 3.02
C -1.78 3.73 -0.26
N -2.87 2.72 -0.19
C -3.57 2.71 1.11
N -2.63 2.56 2.23
C -1.72 3.75 2.15
N -0.91 3.71 0.93
C -0.05 2.54 0.93
P -0.88 0.88 0.57
C -2.30 1.40 -0.45
C -1.83 1.31 2.19
H -2.22 4.73 -0.33
H -1.15 3.49 -1.12
H -4.24 1.86 1.12
H -4.13 3.65 1.20
H -1.07 3.77 3.02
H -2.31 4.68 2.12
H 0.75 2.74 0.21
H 0.39 2.46 1.94
H -3.08 0.64 -0.34
H -1.98 1.43 -1.49
H -1.08 1.36 2.99
H -2.47 0.46 2.43



No. 6
14
Properties=species:S:1:pos:R:3 method="wB97M-V/def2-TZVPD" de_lowest_kcal_mol=6.8 smiles="[H]/N=C/[C@](C)(I)CI" energy_ha=-806.695639 homo_energy_ev=-9.52 lumo_ev=-0.12
H -0.28 2.23 -2.25
N -0.13 1.92 -1.32
C -0.05 0.68 -1.34
C 0.40 -0.22 0.14
C 0.24 0.56 1.43
I 2.52 -0.72 -0.16
C -0.36 -1.46 0.03
I -2.49 -0.92 -0.05
H -0.28 -0.09 -2.14
H 0.06 -0.27 2.22
H 1.21 0.95 1.75
H -0.52 1.41 1.52
H -0.12 -2.02 0.96
H -0.20 -2.05 -0.78



No. 7
29
Properties=species:S:1:pos:R:3 method="wB97M-V/def2-TZVPD" de_lowest_kcal_mol=46.0 energy_ha=-1688.326321 homo_energy_ev=-7.38 lumo_ev=-0.62
F -2.68 -2.41 -0.07
C -2.06 -1.34 0.54
F -3.02 -0.56 1.08
F -1.28 -1.80 1.54
S -1.25 -0.63 -1.05
N -0.56 1.02 1.60
C 0.67 0.95 2.20
O 1.54 0.11 2.00
C 0.64 2.09 3.22
C -0.66 2.85 2.97
C -1.24 2.20 1.72
O -2.17 2.64 1.00
H 0.62 1.63 4.21
H 1.52 2.74 3.04
H -1.39 2.63 3.77
H -0.53 3.92 2.80
C 1.79 -2.33 -2.72
S 1.17 -0.78 -2.16
C 0.02 -0.22 -3.38
C 0.33 -1.33 -0.63
O 2.21 0.20 -1.88
H 0.97 -2.93 -3.12
H 2.55 -2.11 -3.48
H 2.24 -2.84 -1.85
H -0.47 -1.05 -3.89
H -0.73 0.44 -2.92
H 0.61 0.38 -4.08
H 0.17 -2.45 -0.72
H 0.99 -1.02 0.26



No. 8
86
Properties=species:S:1:pos:R:3 method="wB97M-V/def2-TZVPD" charge=+1 de_lowest_kcal_mol=0.0 energy_ha=-5498.745427 homo_energy_ev=-10.49 lumo_ev=-3.33
Ir -0.46 0.65 -1.36
Br 2.85 1.72 11.36
C 2.43 1.44 9.54
C 1.14 1.05 9.19
C 0.84 0.86 7.86
C 1.82 1.04 6.89
C 3.10 1.43 7.25
C 3.41 1.64 8.58
N 1.40 0.83 5.54
N 2.32 0.80 4.71
C 1.99 0.61 3.35
C 3.10 0.53 2.55
C 3.01 0.37 1.16
C 1.79 0.31 0.55
O 1.67 0.16 -0.80
C 0.61 0.39 1.34
N -0.60 0.32 0.69
C -1.72 0.37 1.38
C -1.73 0.47 2.78
C -0.54 0.56 3.45
C 0.69 0.52 2.75
H 0.39 0.90 9.96
H -0.15 0.56 7.55
H 3.85 1.58 6.48
H 4.40 1.95 8.88
H 4.06 0.59 3.03
H 3.91 0.28 0.56
H -2.65 0.30 0.83
H -2.67 0.50 3.30
H -0.52 0.66 4.52
O -2.88 2.12 -1.27
C -2.41 1.03 -1.52
C -3.34 -0.14 -1.77
C -4.72 0.04 -1.78
C -5.55 -1.06 -1.93
C -5.01 -2.34 -2.07
C -3.63 -2.52 -2.06
C -2.80 -1.41 -1.92
P -1.00 -1.42 -2.02
C -0.63 -1.76 -3.77
C -1.57 -1.48 -4.76
C -1.23 -1.63 -6.10
C 0.03 -2.07 -6.45
C 0.97 -2.36 -5.47
C 0.64 -2.20 -4.13
C -0.43 -2.92 -1.16
C -0.48 -4.14 -1.83
C -0.15 -5.32 -1.17
C 0.25 -5.28 0.16
C 0.31 -4.07 0.83
C -0.03 -2.89 0.17
H -5.12 1.04 -1.65
H -6.62 -0.93 -1.94
H -5.66 -3.19 -2.17
H -3.21 -3.51 -2.17
H -2.57 -1.14 -4.49
H -1.97 -1.41 -6.86
H 0.29 -2.19 -7.50
H 1.95 -2.71 -5.74
H 1.37 -2.44 -3.37
H -0.79 -4.19 -2.87
H -0.20 -6.26 -1.70
H 0.52 -6.19 0.67
H 0.62 -4.03 1.86
H 0.01 -1.96 0.71
C -1.17 4.85 -0.16
S -0.03 3.95 -1.15
O -0.59 3.87 -2.49
O 1.26 4.61 -1.07
O 0.06 2.60 -0.48
H -1.10 5.90 -0.43
H -0.91 4.71 0.89
H -2.17 4.46 -0.37
N 2.84 2.11 -2.07
C 2.25 2.31 -3.42
C 1.35 1.18 -3.89
N -0.05 1.22 -3.36
H 2.69 2.96 -1.53
H 3.84 1.97 -2.14
H 2.26 0.88 -1.30
H 3.05 2.40 -4.16
H 1.71 3.25 -3.42
H 1.77 0.21 -3.65
H 1.28 1.25 -4.98
H -0.61 0.65 -3.99
H -0.40 2.18 -3.41